[1]
Entry from OMol25: a 2-piece molecular cluster, C3H4F2N2 overall (wB97M-V/def2-TZVPD).

Atoms and positions in Å:
H1 -1.229 1.699 0.970
F1 0.026 -2.015 0.903
C1 0.976 0.521 -1.105
N1 -0.427 -1.863 -0.366
C2 -0.392 1.039 0.920
C3 -0.228 0.558 -0.460
N2 2.037 0.325 -1.530
H2 -0.890 0.296 1.596
H3 -1.094 0.325 -0.962
F2 0.649 -2.275 -1.110
H4 0.571 1.389 1.145

The calculation puts the orbital gap at 7.0 eV. The value obtained for the relative energy (zero: lowest compared OMol25 entry of this formula, charge and spin) is 145.1 kcal per mole. Its spin multiplicity is 1. The net charge is 0.

[2]
Entry from OMol25: C32H35AsMnN3O3PSSe2Te as an isolated structure (wB97M-V/def2-TZVPD).

Atoms and positions in Å:
H1 0.914 -1.110 -6.457
N1 1.984 -0.608 -0.843
H2 -6.195 -0.891 -4.309
H3 -2.386 -6.573 -1.499
H4 -1.402 3.730 -3.300
Mn1 -0.090 -0.224 0.027
C1 -2.032 3.620 0.012
P1 1.367 0.498 2.855
C2 4.271 -0.046 -1.314
C3 -1.220 2.537 0.289
C4 -5.220 -1.045 -3.866
H5 2.357 -4.549 -4.353
O1 0.917 0.809 1.436
C5 -2.705 -1.453 -2.722
C6 1.462 3.914 2.294
H6 0.901 3.573 4.347
H7 -2.491 -1.015 0.878
H8 -1.052 1.122 5.770
Se1 0.711 1.653 -3.117
H9 0.898 -0.404 5.349
H10 4.973 0.713 -1.630
S1 -0.072 -2.229 1.293
C7 2.400 -1.866 -0.649
C8 -1.806 -4.514 -1.611
As1 -0.994 -1.716 -1.825
H11 2.377 -3.106 -6.364
C9 -0.933 -4.793 0.998
H12 -1.677 -0.166 1.984
C10 -0.793 -3.539 0.374
H13 5.731 -1.604 -1.086
H14 -0.128 2.738 3.190
N2 -0.557 1.850 -0.649
H15 3.968 -3.302 -0.517
C11 0.903 3.041 3.396
H16 -2.542 4.131 0.818
H17 -2.687 0.625 0.942
C12 -1.236 -3.423 -0.949
C13 4.684 -1.337 -1.034
C14 1.729 -3.668 -4.397
N3 -2.014 -0.131 1.020
H18 -1.071 2.186 1.302
H19 -5.559 0.328 -2.252
C15 0.920 -1.740 -5.576
H20 -4.585 -2.446 -5.365
C16 -1.942 -5.733 -0.980
C17 -4.864 -0.364 -2.712
Te1 3.161 -0.946 3.211
H21 1.639 -2.578 -0.371
C18 3.720 -2.270 -0.725
H22 2.498 4.169 2.519
C19 2.925 0.267 -1.212
C20 -1.410 3.391 -2.272
C21 1.739 -2.860 -5.525
C22 -3.065 -2.121 -3.891
H23 -2.153 -0.121 5.145
C23 -0.060 -0.552 4.850
C24 0.908 -3.355 -3.321
C25 -2.170 4.027 -1.307
H24 -2.144 -4.402 -2.635
H25 -2.814 4.856 -1.570
H26 -1.589 -6.817 0.845
C26 -1.496 -5.865 0.335
H27 -0.195 -1.624 4.700
H28 0.897 -4.001 -2.452
O2 1.725 1.883 3.588
C27 -0.593 2.337 -1.887
Se2 2.486 2.068 -1.704
O3 -0.032 0.063 3.551
C28 -4.316 -1.919 -4.458
H29 -2.365 -2.794 -4.369
H30 1.439 3.389 1.337
H31 -1.245 -0.411 6.635
H32 0.887 4.839 2.212
H33 -0.586 -4.899 2.019
H34 -0.538 -0.557 -4.554
H35 -3.329 -0.012 -1.260
C29 0.097 -2.226 -3.358
C30 -1.197 0.047 5.646
C31 -3.611 -0.565 -2.148
C32 0.106 -1.426 -4.498

The calculation puts the orbital gap (spin up / spin down) at 5.9 / 5.9 eV. The value obtained for the relative energy (zero: lowest compared OMol25 entry of this formula, charge and spin) is 10.0 kcal per mole. Its spin multiplicity is 2. Its expectation value of S² is 0.8203. The net charge is 0.

[3]
Entry from OMol25: a 3-piece molecular cluster, C27H56Br2ClFO20P4 overall (wB97M-V/def2-TZVPD).

Atoms and positions in Å:
H1 4.532 -2.701 -7.466
H2 4.055 -3.154 -4.100
C1 -1.164 -0.579 -0.192
H3 -0.050 4.422 -4.957
H4 -6.765 -2.481 1.354
H5 -0.612 -0.266 5.892
C2 4.374 -0.533 -4.987
O1 0.094 2.257 5.712
H6 -3.686 0.068 -2.644
H7 -2.625 1.416 -1.725
H8 3.208 3.822 -8.338
H9 -0.063 4.380 6.008
H10 0.082 -0.751 1.933
H11 -1.592 0.979 4.060
O2 -2.333 -1.556 7.957
C3 4.806 -0.659 -3.524
H12 4.620 3.370 -7.353
H13 -6.116 -0.294 1.733
H14 5.858 -0.938 -3.428
O3 -4.008 -3.382 7.578
C4 -0.867 0.782 3.170
H15 -5.580 -1.265 6.501
C5 3.496 5.548 -1.978
C6 -1.299 -2.159 7.094
H16 -0.690 -0.756 -2.354
C7 1.550 3.944 -6.295
H17 -1.329 3.587 4.723
H18 4.129 5.207 -1.154
P1 -3.184 1.020 1.082
O4 -7.020 -5.508 1.137
Br1 -0.085 1.159 -0.269
C8 -3.674 -2.088 7.668
H19 2.021 3.559 -1.794
F1 -2.055 -3.266 4.775
H20 -4.398 -1.889 -0.246
H21 3.013 2.426 -4.474
H22 7.927 -4.294 -2.177
P2 -5.681 -1.654 1.905
H23 3.626 2.789 -1.968
C9 -1.714 -1.818 4.459
H24 5.351 -4.597 -2.362
H25 0.496 3.010 3.669
H26 1.222 4.772 -6.932
H27 4.694 0.324 -3.052
C10 -1.693 -0.781 -1.691
C11 5.423 -3.507 -2.430
O5 2.979 3.953 -6.282
H28 -7.512 -4.731 1.561
C12 7.772 -3.283 -2.561
H29 2.498 5.805 -1.608
H30 -2.944 3.231 6.419
C13 -1.896 3.242 6.943
O6 -1.127 -1.846 3.167
O7 0.510 0.777 3.778
H31 1.177 2.998 -6.706
C14 2.837 3.337 -2.492
O8 4.851 -1.647 -5.743
O9 -2.860 -1.826 1.387
H32 -7.791 -4.082 -1.176
H33 3.237 2.263 -7.447
H34 -4.633 0.214 -0.564
H35 8.581 -3.036 -3.254
C15 -0.768 3.457 5.757
C16 -4.864 -0.956 7.374
P3 -5.974 -4.828 -0.128
O10 -2.984 -1.120 4.665
C17 3.530 3.318 -7.424
H36 -4.288 0.012 7.000
H37 -0.844 1.752 2.500
O11 3.406 4.551 -2.983
O12 6.542 -3.198 -3.262
Br2 -2.358 -2.657 -2.150
P4 -4.194 -4.089 0.878
C18 -2.582 0.416 -2.372
O13 -0.800 -3.359 7.490
O14 -4.576 0.976 0.060
C19 -4.126 -2.127 0.858
Cl1 -4.186 1.350 2.989
H38 3.939 6.444 -2.420
C20 4.137 -2.941 -3.033
C21 -1.029 -0.628 2.378
O15 -5.569 -2.117 3.434
H39 0.357 -1.936 5.539
O16 3.965 -1.542 -2.768
C22 2.301 2.492 -3.648
H40 3.280 -0.472 -5.042
C23 -2.154 -0.606 1.105
H41 4.811 0.372 -5.423
H42 5.571 -3.087 -1.428
H43 -1.886 4.162 7.685
H44 3.289 -3.432 -2.544
H45 7.792 -2.558 -1.740
H46 -0.382 -1.471 -0.034
O17 -1.764 1.967 7.676
C24 0.755 2.112 4.400
H47 -2.988 -4.498 0.171
H48 3.065 -2.067 -6.699
H49 -5.432 -0.692 8.363
O18 -6.903 -3.636 -0.989
H50 1.512 4.946 -4.348
C25 4.110 -1.843 -6.936
C26 1.004 4.137 -4.878
H51 -2.113 0.761 -3.415
H52 1.921 2.203 4.600
O19 1.014 2.927 -4.107
H53 -2.692 1.587 7.727
C27 -0.700 -1.426 5.732
H54 -2.826 -0.410 5.372
O20 -5.608 -6.086 -1.064
H55 2.146 1.473 -3.280
H56 4.174 -0.961 -7.578

As for the structure (SMILES): CC(=O)OC(=O)C[C@](O)(F)O[C@H](COCOCCO)[C@](O[C@@H](PP(=O)(O)O)[PH2]=O)([C@H](Br)[C@H](C)Br)P(O)Cl.COCCOCCOC.COCCOCCOC. The calculation puts the orbital gap at 8.8 eV. Its spin multiplicity is 1. The net charge is 0.

[4]
Entry from OMol25: one molecule with the formula ClO2P (wB97M-V/def2-TZVPD).

Atoms and positions in Å:
O1 -1.076 0.406 -1.002
Cl1 0.790 -1.590 -0.284
O2 0.385 1.071 1.165
P1 -0.098 0.113 0.121

As for the structure (SMILES): O=P(=O)Cl. The calculation puts the orbital gap at 10.4 eV. Its spin multiplicity is 1. The net charge is 0.

[5]
Entry from OMol25: C20H15ClIMgN6O2 as an isolated structure (wB97M-V/def2-TZVPD).

Atoms and positions in Å:
H1 -4.054 -0.140 2.736
N1 0.897 -4.263 -0.424
C1 2.664 4.535 -0.549
C2 1.430 -3.379 0.425
Mg1 -0.196 -1.285 -0.641
C3 -2.253 -2.631 -1.526
O1 -0.970 -2.492 -1.800
C4 -0.334 1.636 -1.535
H2 0.017 3.815 -1.327
N2 5.943 6.626 2.301
C5 -4.472 -3.566 -1.931
N3 0.432 0.561 -1.134
H3 1.128 -5.240 -0.396
N4 -1.958 -1.196 0.352
O2 1.155 -2.144 0.361
H4 3.759 6.368 -0.408
C6 -4.617 -1.420 1.118
H5 2.890 1.957 1.645
Cl1 -6.664 -3.144 -0.436
C7 -2.815 -1.964 -0.387
H6 2.656 -3.151 2.020
H7 2.317 0.482 -0.148
C8 3.094 2.913 1.182
C9 5.187 5.916 1.807
N5 2.284 -3.813 1.364
C10 3.569 5.400 0.036
C11 4.010 3.771 1.759
H8 2.498 -4.785 1.489
C12 1.499 1.067 -0.535
C13 -3.117 -3.419 -2.266
H9 0.218 -3.930 -1.108
H10 -1.264 1.504 -2.062
C14 -3.736 -0.668 1.849
C15 -2.403 -0.583 1.431
H11 -1.683 0.003 1.990
H12 2.167 4.818 -1.468
C16 -4.995 -2.931 -0.840
H13 4.537 3.487 2.660
N6 1.470 2.414 -0.564
C17 0.300 2.786 -1.194
C18 4.246 5.022 1.193
C19 2.423 3.296 0.027
I1 -2.316 -4.435 -3.906
C20 -4.178 -2.109 -0.031
H14 -5.655 -1.495 1.411
H15 -5.109 -4.193 -2.541

The calculation puts the orbital gap at 7.5 eV. The value obtained for the relative energy (zero: lowest compared OMol25 entry of this formula, charge and spin) is 0.0 kcal per mole. Its spin multiplicity is 1. The net charge is +1.

[6]
Entry from OMol25: one molecule with the formula C5H6OS2 (wB97M-V/def2-TZVPD).

Atoms and positions in Å:
H1 0.051 0.910 -1.719
C1 0.357 1.129 -0.657
C2 -0.624 0.919 0.438
C3 -0.570 -1.435 0.398
S1 -3.025 -0.359 -0.462
C4 1.634 0.389 -0.240
H2 -0.467 -1.601 1.493
H3 2.402 0.441 -1.022
H4 -0.088 0.710 1.395
H5 -0.961 -2.381 0.012
O1 -0.372 2.215 -0.054
H6 2.091 0.683 0.698
S2 1.072 -1.358 -0.395
C5 -1.500 -0.262 0.114

As for the structure (SMILES): S=C1CSC[C@@H]2O[C@@H]12. The calculation puts the orbital gap at 8.4 eV. The value obtained for the relative energy (zero: lowest compared OMol25 entry of this formula, charge and spin) is 67.4 kcal per mole. Its spin multiplicity is 1. The net charge is 0.

[7]
Entry from OMol25: a 9-piece molecular cluster, C30H78O16 overall (wB97M-V/def2-TZVPD).

Atoms and positions in Å:
H1 -16.996 -9.161 -6.033
H2 -14.338 -8.806 -14.869
O1 -13.188 -13.808 -7.187
H3 -17.002 -5.490 -9.355
C1 -18.883 -13.446 -4.444
H4 -17.086 -18.189 -5.252
H5 -16.271 -18.031 -10.716
H6 -22.437 -10.944 -7.428
C2 -15.854 -9.991 -8.024
C3 -18.046 -17.570 -5.234
C4 -14.380 -10.354 -13.320
C5 -14.496 -13.845 -6.574
C6 -14.792 -15.263 -6.210
C7 -12.612 -12.562 -7.126
H7 -23.054 -11.931 -9.689
C8 -18.620 -10.346 -10.556
H8 -14.844 -10.278 -8.427
C9 -12.403 -11.389 -15.150
H9 -13.915 -10.716 -3.217
H10 -20.303 -14.274 -12.610
C10 -16.829 -10.788 -4.596
H11 -18.309 -19.989 -4.824
O2 -18.037 -13.531 -5.525
H12 -14.239 -11.514 -4.787
H13 -12.290 -11.745 -14.119
H14 -15.046 -9.663 -12.750
O3 -12.795 -10.049 -15.225
H15 -21.451 -20.174 -8.041
H16 -22.544 -16.555 -8.632
H17 -20.242 -15.220 -11.045
H18 -13.008 -12.045 -15.727
H19 -17.895 -10.662 -6.436
H20 -18.574 -11.262 -11.146
O4 -19.166 -18.312 -5.623
H21 -19.293 -13.174 -8.779
H22 -16.808 -16.317 -10.518
H23 -20.216 -21.448 -5.683
H24 -18.134 -16.908 -8.712
H25 -18.555 -10.589 -9.545
H26 -20.317 -18.156 -7.936
H27 -18.161 -17.264 -4.178
C11 -21.707 -16.023 -8.255
H28 -19.585 -9.893 -10.797
H29 -20.244 -20.823 -9.270
H30 -18.437 -13.543 -6.418
O5 -20.170 -13.111 -10.930
H31 -15.649 -11.721 -11.326
H32 -17.744 -10.559 -4.050
H33 -18.085 -18.633 -8.754
O6 -15.737 -10.290 -3.898
C12 -20.616 -20.842 -8.240
H34 -15.421 -5.569 -10.194
H35 -19.475 -14.339 -4.392
H36 -13.382 -11.827 -7.492
C13 -17.610 -8.139 -10.481
H37 -13.900 -15.675 -5.646
O7 -21.280 -12.254 -8.689
H38 -16.948 -7.728 -12.457
H39 -21.889 -12.517 -11.890
H40 -15.005 -12.170 -3.273
C14 -16.974 -10.263 -6.009
H41 -20.793 -11.395 -6.903
H42 -15.872 -8.864 -8.017
H43 -15.722 -7.532 -11.218
H44 -21.609 -16.287 -7.195
H45 -21.844 -14.936 -8.367
H46 -21.710 -10.930 -10.171
C15 -16.474 -5.289 -10.311
C16 -19.919 -14.343 -11.584
O8 -15.937 -10.698 -6.756
C17 -14.685 -11.230 -3.784
C18 -14.235 -16.190 -8.417
H47 -13.432 -10.212 -12.731
H48 -14.492 -16.980 -9.084
C19 -19.279 -19.584 -5.097
H49 -16.610 -4.249 -10.450
C20 -17.547 -13.969 -8.978
H50 -19.682 -12.638 -4.398
H51 -12.332 -12.203 -6.080
O9 -14.830 -11.703 -13.207
C21 -14.930 -12.239 -11.917
H52 -14.295 -15.251 -8.927
C22 -16.799 -7.315 -11.437
H53 -15.622 -15.405 -5.504
H54 -11.734 -12.635 -7.765
C23 -14.124 -9.847 -14.711
C24 -17.031 -17.314 -10.982
H55 -16.889 -13.245 -9.469
H56 -19.847 -19.578 -4.089
H57 -17.985 -14.595 -9.748
O10 -19.606 -20.443 -7.376
H58 -13.977 -12.213 -11.305
H59 -15.277 -13.482 -7.338
O11 -18.550 -13.289 -8.220
O12 -15.162 -16.130 -7.315
O13 -20.468 -16.339 -8.954
H60 -18.182 -13.342 -3.566
H61 -13.203 -16.393 -8.075
H62 -16.727 -11.858 -4.737
H63 -16.917 -14.567 -8.345
H64 -14.581 -13.282 -5.651
H65 -17.243 -8.130 -9.460
C25 -18.628 -17.787 -9.212
H66 -18.625 -7.740 -10.452
O14 -18.347 -17.722 -10.564
H67 -18.838 -14.363 -11.646
O15 -17.583 -9.481 -10.991
H68 -16.609 -10.325 -8.707
H69 -20.698 -18.243 -9.671
H70 -20.957 -10.264 -8.266
C26 -21.599 -12.901 -10.940
C27 -20.055 -20.403 -6.048
H71 -15.181 -13.308 -11.991
H72 -17.876 -16.775 -5.927
C28 -20.106 -17.690 -8.914
H73 -11.399 -11.408 -15.522
H74 -20.884 -21.889 -8.062
H75 -17.099 -17.191 -12.075
H76 -21.037 -19.869 -6.124
O16 -17.015 -5.938 -11.479
H77 -14.818 -10.500 -15.278
C29 -21.357 -11.153 -7.777
C30 -21.982 -11.930 -9.844
H78 -22.073 -13.930 -10.800

As for the structure (SMILES): COCCOC.COCCOC.COCCOC.COCCOC.COCCOC.COCCOC.COCCOC.CO.CO. The calculation puts the orbital gap at 9.9 eV. The value obtained for the relative energy (zero: lowest compared OMol25 entry of this formula, charge and spin) is 59.6 kcal per mole. Its spin multiplicity is 1. The net charge is 0.

Number 1: calculated total energy -11583.815 eV. Number 2: calculated total energy -294636.866 eV. Number 3: calculated total energy -262322.765 eV. Number 4: calculated total energy -25907.111 eV. Number 5: calculated total energy -60087.128 eV. Number 6: calculated total energy -28997.034 eV. Number 7: calculated total energy -65123.857 eV.